*A*
Entry from the OMol25 dataset: the molecule C7H12INO2 (ωB97M-V/def2-TZVPD).

Structure (XYZ):
```
23
Properties=species:S:1:pos:R:3
C 0.1093 1.4020 -1.8953
C 0.2905 0.3847 2.1954
C -0.6705 -0.6914 1.7508
C 0.0902 1.5984 1.4100
C -0.1638 -1.4833 0.6055
C 0.6069 0.4031 -0.8970
C -0.7214 -1.4057 -1.8611
N -0.2087 -0.7451 -0.6453
O 0.9197 2.3543 -2.2950
O -0.9724 1.4187 -2.5129
I 2.6550 0.1990 -0.5170
H 0.1092 0.6559 3.2473
H 1.2758 0.0239 1.9447
H -0.6438 -1.5163 2.5385
H -1.6140 -0.2584 1.6395
H -0.9065 1.8073 1.0202
H 0.8066 2.3900 1.5722
H 0.7467 -1.9749 0.7865
H -0.8968 -2.3096 0.5336
H -1.5337 -2.1332 -1.6425
H -1.1982 -0.6786 -2.5225
H 0.1233 -1.6374 -2.6047
H 1.7966 2.1965 -1.8509
```

Computed properties:
* Kohn-Sham gap (alpha / beta): 8.07 / 7.13 eV
* spin multiplicity: 1
* E_HOMO (alpha / beta): -7.9106 / -8.0193 eV

=====

*B*
Entry from the OMol25 dataset: the molecule C7H12INO2 (ωB97M-V/def2-TZVPD).

Structure (XYZ):
```
23
Properties=species:S:1:pos:R:3
C 0.0554 0.7189 -2.1916
N -0.1514 0.2119 -0.8663
C -1.0128 -1.0139 -0.8731
C -1.6319 -1.3178 0.4465
C -0.5465 -1.3281 1.5422
C 0.1652 -0.0056 1.6166
C 0.5709 0.5233 0.2327
I 2.8234 -0.7453 0.0010
C 0.8954 1.9804 0.2418
O -0.0413 2.7339 0.3236
O 2.1540 2.4012 0.3101
H 0.0358 -0.1776 -2.8249
H -0.6899 1.5210 -2.2876
H 1.0469 1.2065 -2.2438
H -0.4175 -1.9604 -1.0115
H -1.7012 -0.8082 -1.6661
H -2.1736 -2.2858 0.3700
H -2.3749 -0.4954 0.6944
H -0.6871 -1.5339 2.5076
H 0.0394 -2.0952 1.0329
H -0.3239 0.8772 2.1297
H 1.1033 -0.1322 2.2337
H 2.8623 1.7252 0.2821
```

Computed properties:
* Kohn-Sham gap: 8.69 eV
* spin multiplicity: 1
* E_HOMO: -8.6537 eV
* SMILES: CN1CCCC[C@]1(I)C(=O)O

=====

*C*
Entry from the OMol25 dataset: a 2-piece molecular cluster, C7H12INO2 overall (ωB97M-V/def2-TZVPD).

Structure (XYZ):
```
23
Properties=species:S:1:pos:R:3
C 1.9424 -1.2389 -1.0776
C 1.1182 -0.1120 -1.0266
C 0.8115 0.7456 -2.1792
C 0.5458 0.1969 0.3260
N 0.1691 -1.0031 0.9515
C -0.3429 -0.9898 2.3506
C -0.9856 -1.7670 -0.0557
I -2.8287 -0.6904 -0.0844
H 1.8288 -1.9137 -0.2948
H 2.5183 -1.7301 -1.8767
H 1.3738 0.4338 -3.1988
H 0.7779 1.7681 -2.0639
H -0.3111 0.6412 -2.2936
H 1.3462 0.7443 1.0952
H -0.2494 0.9464 0.1739
H -0.6952 -2.0089 2.5286
H 0.4354 -0.6471 3.1191
H -1.2024 -0.2052 2.2229
H -0.5025 -1.6729 -1.0384
H -1.2405 -2.7676 0.3801
O -2.3355 2.9589 0.8192
C -1.5313 3.7763 0.6797
O -0.6422 4.5350 0.5427
```

Computed properties:
* Kohn-Sham gap: 9.05 eV
* spin multiplicity: 1
* E_HOMO: -8.6377 eV
* SMILES: C=C(C)CN(C)CI.O=C=O

=====

Ranked by calculated energy, most stable first: *B*, *C*, *A*.